1.
A 4-piece molecular cluster, CH10NO4 overall. Source: the Open Molecules 2025 dataset; level of theory: ωB97M-V/def2-TZVPD.

The net charge is -1. The calculation puts the LUMO energy at 3.910 eV. For the HOMO energy, the calculation gives -3.9397 eV.

Each line ends with the Löwdin charge.
CARTESIAN COORDINATES (ANGSTROEM)
N  -2.215  0.746  1.809  -0.024
C  -1.008  -0.283  1.788  -0.463
O  -0.392  -0.708  0.593  -0.373
H  -2.497  0.725  0.836  0.028
H  -1.785  1.586  2.019  -0.024
H  -1.243  -1.230  2.477  0.092
H  -0.291  0.241  2.489  0.063
H  1.541  1.628  0.733  0.015
H  0.508  0.763  0.017  -0.004
O  1.257  1.387  -0.148  -0.106
H  0.950  1.243  -2.249  0.024
H  1.533  1.541  -3.658  0.033
O  0.671  1.411  -3.196  -0.114
H  0.703  -1.953  0.061  -0.020
H  0.415  -3.276  -0.704  0.036
O  1.178  -2.688  -0.424  -0.163



2.
A 4-piece molecular cluster, CH10NO4 overall. Source: the Open Molecules 2025 dataset; level of theory: ωB97M-V/def2-TZVPD.

The net charge is -1. The calculation puts the LUMO energy at 3.973 eV. For the HOMO energy, the calculation gives -4.5011 eV.

Each line ends with the Löwdin charge.
CARTESIAN COORDINATES (ANGSTROEM)
N  -0.043  0.965  0.712  -0.027
C  0.905  0.384  -0.346  -0.485
O  0.778  -0.903  -0.621  -0.271
H  -0.741  0.140  0.863  0.099
H  0.358  1.096  1.605  0.017
H  0.513  1.008  -1.215  0.095
H  1.925  0.761  -0.131  0.096
H  -2.095  -1.637  -0.549  -0.075
H  -0.742  -1.350  -1.012  -0.024
O  -1.659  -1.550  -1.307  -0.058
H  -2.192  3.321  0.654  -0.034
H  -0.839  2.971  0.418  -0.004
O  -1.426  3.751  0.420  -0.071
H  1.453  -1.749  0.320  0.003
H  1.485  -3.356  0.536  -0.055
O  1.776  -2.581  0.959  -0.204



Top of the stability list: 2, leading by 22.2 kJ/mol.



1.
A 8-piece molecular cluster, C21H58O8 overall. Source: the Open Molecules 2025 dataset; level of theory: ωB97M-V/def2-TZVPD.

The calculation puts the LUMO energy at 0.398 eV. As for the structure (SMILES): CC(C)O.CC(C)O.CC(C)O.CC(C)O.CC(C)O.CC(C)O.CC(C)O.O. For the HOMO energy, the calculation gives -9.5473 eV.

Each line ends with the Löwdin charge.
CARTESIAN COORDINATES (ANGSTROEM)
O  1.774  -4.266  -1.474  -0.061
H  1.173  -3.842  -0.833  0.009
H  2.526  -3.659  -1.525  0.000
C  4.141  -0.162  -3.138  -0.051
C  3.644  -1.627  -3.108  -0.480
C  4.403  -2.580  -4.017  -0.054
O  3.726  -2.035  -1.750  -0.064
H  3.606  0.448  -2.409  0.056
H  3.935  0.314  -4.100  0.083
H  5.203  -0.106  -2.888  0.081
H  2.640  -1.554  -3.528  0.130
H  5.457  -2.712  -3.752  0.082
H  4.406  -2.329  -5.078  0.084
H  3.948  -3.568  -3.909  0.073
H  4.623  -1.954  -1.417  0.104
C  0.597  -0.368  -0.861  -0.037
C  0.640  -1.568  0.071  -0.454
C  0.235  -1.259  1.516  -0.043
O  -0.230  -2.585  -0.464  -0.082
H  1.408  0.328  -0.615  0.072
H  -0.313  0.225  -0.736  0.069
H  0.782  -0.712  -1.876  0.078
H  1.629  -2.024  0.015  0.119
H  0.701  -0.319  1.827  0.065
H  0.681  -1.959  2.223  0.083
H  -0.847  -1.196  1.617  0.072
H  -1.119  -2.219  -0.521  0.092
C  0.887  -4.827  -4.880  -0.054
C  -0.280  -5.297  -3.982  -0.494
C  -1.283  -4.207  -3.665  -0.054
O  -0.934  -6.429  -4.565  -0.057
H  0.571  -4.486  -5.864  0.078
H  1.627  -5.623  -4.977  0.075
H  1.344  -4.010  -4.315  0.053
H  0.195  -5.604  -3.046  0.116
H  -0.769  -3.294  -3.361  0.066
H  -1.972  -4.495  -2.873  0.079
H  -1.844  -3.945  -4.566  0.082
H  -0.269  -7.124  -4.578  0.081
C  -0.334  4.539  2.516  -0.062
C  -1.045  3.308  2.994  -0.486
C  -0.788  2.072  2.158  -0.063
O  -0.601  3.068  4.339  -0.046
H  0.704  4.367  2.236  0.061
H  -0.478  5.385  3.192  0.085
H  -0.806  5.009  1.640  0.083
H  -2.118  3.515  2.962  0.129
H  -1.292  2.094  1.188  0.069
H  -1.191  1.177  2.634  0.068
H  0.286  2.016  1.967  0.081
H  -0.095  2.252  4.394  0.079
C  2.777  3.379  -1.293  -0.064
C  2.797  4.908  -1.120  -0.500
C  3.153  5.388  0.265  -0.047
O  3.687  5.489  -2.080  -0.052
H  3.721  2.971  -0.929  0.083
H  2.472  3.105  -2.300  0.076
H  2.011  2.931  -0.648  0.062
H  1.773  5.198  -1.390  0.131
H  2.972  6.440  0.463  0.083
H  4.182  5.103  0.491  0.088
H  2.522  4.812  0.948  0.057
H  3.218  5.564  -2.915  0.084
C  -4.840  2.339  0.814  -0.064
C  -4.878  1.119  -0.103  -0.492
C  -3.493  0.763  -0.587  -0.066
O  -5.407  -0.004  0.588  -0.045
H  -4.552  3.211  0.221  0.082
H  -4.130  2.124  1.619  0.073
H  -5.779  2.621  1.296  0.077
H  -5.520  1.409  -0.943  0.133
H  -2.847  1.639  -0.715  0.071
H  -3.481  0.418  -1.629  0.080
H  -2.945  -0.001  -0.039  0.069
H  -6.231  0.225  1.023  0.086
C  -2.213  -1.452  4.721  -0.060
C  -2.137  -0.199  5.597  -0.495
C  -3.442  0.036  6.320  -0.060
O  -1.045  -0.372  6.499  -0.053
H  -2.487  -2.319  5.325  0.080
H  -1.261  -1.600  4.207  0.062
H  -2.940  -1.416  3.902  0.080
H  -1.880  0.658  4.970  0.113
H  -4.143  0.508  5.626  0.082
H  -3.322  0.757  7.130  0.083
H  -3.889  -0.886  6.696  0.080
H  -1.307  -1.037  7.149  0.089



2.
A 8-piece molecular cluster, C21H58O8 overall. Source: the Open Molecules 2025 dataset; level of theory: ωB97M-V/def2-TZVPD.

The calculation puts the LUMO energy at 0.387 eV. As for the structure (SMILES): CC(C)O.CC(C)O.CC(C)O.CC(C)O.CC(C)O.CCO.CCO.CCO. For the HOMO energy, the calculation gives -9.6770 eV.

Each line ends with the Löwdin charge.
CARTESIAN COORDINATES (ANGSTROEM)
C  0.516  0.142  1.684  -0.054
C  0.068  0.035  0.229  -0.299
O  -0.041  1.313  -0.344  -0.101
H  -0.178  0.589  2.379  0.075
H  1.361  0.726  1.666  0.023
H  0.830  -0.820  2.040  0.058
H  -0.855  -0.581  0.026  0.120
H  0.877  -0.477  -0.292  0.106
H  -0.837  1.831  -0.270  0.059
C  5.009  -1.221  0.914  -0.087
C  5.319  -0.365  2.111  -0.340
O  6.514  0.357  1.917  -0.094
H  5.775  -1.901  0.539  0.079
H  4.821  -0.536  0.059  0.072
H  4.157  -1.824  1.119  0.052
H  5.476  -0.951  3.032  0.113
H  4.503  0.362  2.369  0.114
H  6.390  0.932  1.143  0.051
C  -5.018  -1.247  3.333  -0.059
C  -3.542  -1.412  2.786  -0.261
O  -3.376  -2.812  2.580  -0.117
H  -5.103  -1.738  4.266  0.053
H  -5.736  -1.716  2.644  0.072
H  -5.223  -0.210  3.453  0.055
H  -2.874  -1.010  3.460  0.081
H  -3.523  -0.894  1.824  0.105
H  -2.438  -2.932  2.357  0.025
C  0.129  5.258  0.565  -0.032
C  -1.254  5.177  -0.038  -0.532
C  -1.436  6.022  -1.292  -0.049
O  -1.555  3.831  -0.301  -0.051
H  0.437  6.343  0.509  0.101
H  0.685  4.632  -0.090  0.054
H  0.087  4.960  1.637  0.099
H  -2.006  5.507  0.661  0.126
H  -2.503  6.055  -1.623  0.089
H  -0.898  5.484  -2.107  0.101
H  -1.116  7.010  -1.063  0.063
H  -2.443  3.857  -0.638  0.088
C  -0.524  -0.044  -3.279  -0.057
C  0.107  1.071  -4.134  -0.487
C  -0.889  1.686  -5.045  -0.080
O  0.680  2.060  -3.227  -0.065
H  -1.268  0.485  -2.702  0.073
H  0.243  -0.446  -2.587  0.079
H  -0.956  -0.834  -3.901  0.080
H  0.870  0.660  -4.824  0.135
H  -1.530  2.385  -4.462  0.092
H  -1.543  0.978  -5.497  0.064
H  -0.287  2.264  -5.793  0.096
H  0.523  1.842  -2.310  0.027
C  3.188  3.002  0.054  -0.045
C  4.476  2.664  -0.694  -0.472
C  4.646  3.604  -1.894  -0.057
O  5.644  2.632  0.119  -0.048
H  2.950  2.409  0.919  0.062
H  2.320  3.135  -0.562  0.051
H  3.340  4.026  0.425  0.086
H  4.401  1.647  -1.058  0.123
H  4.970  4.654  -1.647  0.092
H  3.715  3.798  -2.427  0.072
H  5.414  3.214  -2.608  0.090
H  5.951  3.507  0.326  0.088
C  -4.665  -2.912  -0.875  -0.064
C  -3.688  -4.062  -1.015  -0.517
C  -2.611  -3.614  -1.997  -0.042
O  -3.137  -4.380  0.193  -0.037
H  -5.268  -2.941  -1.754  0.065
H  -4.131  -1.928  -0.916  0.095
H  -5.320  -3.025  0.023  0.097
H  -4.365  -4.789  -1.473  0.137
H  -2.192  -4.516  -2.387  0.067
H  -1.842  -2.952  -1.518  0.098
H  -3.090  -3.138  -2.838  0.074
H  -3.577  -3.996  0.938  0.058
C  -0.953  -4.524  3.410  -0.078
C  -0.147  -4.152  2.245  -0.509
C  0.514  -5.357  1.576  -0.053
O  -0.993  -3.474  1.340  -0.090
H  -0.282  -5.128  4.117  0.115
H  -1.771  -5.215  3.143  0.102
H  -1.328  -3.666  3.944  0.072
H  0.649  -3.389  2.542  0.154
H  1.423  -5.668  2.114  0.081
H  0.908  -5.047  0.604  0.078
H  -0.113  -6.259  1.427  0.094
H  -1.460  -4.042  0.723  0.050



Top of the stability list: 1, leading by 105.2 kJ/mol.



1.
One molecule with the formula C2H4O2Si. Source: the Open Molecules 2025 dataset; level of theory: ωB97M-V/def2-TZVPD.

The calculation puts the LUMO energy at 0.038 eV. As for the structure (SMILES): O=C[SiH2]C=O. For the HOMO energy, the calculation gives -9.1779 eV.

Each line ends with the Löwdin charge.
CARTESIAN COORDINATES (ANGSTROEM)
C  1.413  -0.220  -0.456  -0.393
C  -1.416  -0.695  0.175  -0.354
O  2.561  0.084  -0.557  -0.015
O  -2.267  -0.782  -0.685  -0.022
Si  -0.011  0.851  0.422  0.792
H  1.025  -1.090  -1.033  0.071
H  -1.100  -1.459  0.877  0.045
H  -0.433  1.860  -0.526  -0.065
H  0.228  1.450  1.783  -0.060



2.
One molecule with the formula C2H4O2Si. Source: the Open Molecules 2025 dataset; level of theory: ωB97M-V/def2-TZVPD.

The calculation puts the LUMO energy at -0.948 eV. For the HOMO energy, the calculation gives -8.3406 eV.

Each line ends with the Löwdin charge.
CARTESIAN COORDINATES (ANGSTROEM)
C  0.157  -0.736  0.227  -0.265
C  0.516  0.731  -0.228  -0.425
O  -1.199  -1.083  0.049  -0.426
O  -0.455  1.591  0.197  -0.340
Si  -2.447  -0.085  -0.124  1.039
H  0.562  -0.736  1.181  0.087
H  0.806  -1.399  -0.320  0.110
H  0.587  0.868  -1.328  0.103
H  1.473  0.849  0.346  0.117



Top of the stability list: 2, leading by 35.8 kJ/mol.